Computed, not measured: a structure of composition C30H57Br9Hg2N3O3, with ωB97M-V with the def2-TZVPD basis set.

HOMO: -7.6 eV
Total charge: +1
E_tot: -25039.36677 Ha
2S+1: 1
Frontier orbital gap: 1.18 eV
Relative energy (zero: lowest compared OMol25 entry of this formula, charge and spin): 685.95 kJ/mol

Geometry as XYZ:
```
104
Properties=species:S:1:pos:R:3:mulliken_charge:R:1
Hg -2.482 -3.042 1.542 0.017
Hg 4.075 -3.905 0.630 0.013
C -6.465 -3.648 -1.011 -1.915
C -7.676 -4.096 -0.185 1.498
C -8.210 -5.298 -1.058 -1.097
C -8.891 -6.434 -0.388 -0.732
C -7.940 -6.828 0.787 -1.296
C -7.717 -5.658 1.885 1.422
N -7.104 -4.502 1.160 0.518
O -6.712 -3.407 2.052 -0.406
C -6.773 -6.221 2.916 -1.673
C -9.082 -5.384 2.521 -1.615
C -8.721 -2.956 -0.239 -1.596
H -5.559 -4.253 -0.994 0.381
H -6.170 -2.659 -0.660 0.417
H -6.760 -3.580 -2.058 0.478
H -7.479 -5.603 -1.807 0.490
H -9.071 -4.974 -1.643 0.300
H -9.010 -7.285 -1.059 0.384
H -9.770 -6.048 0.128 0.342
H -6.998 -7.183 0.370 0.441
H -8.486 -7.663 1.226 0.518
H -6.804 -7.306 3.023 0.389
H -6.918 -5.710 3.868 0.349
H -5.732 -6.080 2.624 0.429
H -9.441 -6.292 3.005 0.398
H -9.805 -4.861 1.896 0.308
H -8.949 -4.764 3.408 0.436
H -9.613 -3.334 0.261 0.332
H -8.835 -2.558 -1.248 0.408
H -8.248 -2.130 0.291 0.447
C 1.521 2.416 3.865 -1.777
C 0.175 1.737 3.470 1.223
C -0.972 2.776 3.898 -0.830
C -1.360 3.886 3.003 -0.655
C -1.413 3.535 1.531 -1.298
C -0.177 2.689 1.051 1.394
N -0.054 1.540 2.006 0.468
O 0.689 0.463 1.402 -0.439
C 1.122 3.599 0.865 -1.468
C -0.687 2.270 -0.343 -1.843
C 0.173 0.425 4.408 -1.504
H 1.574 3.500 3.758 0.391
H 2.403 2.077 3.323 0.353
H 1.641 2.407 4.948 0.471
H -0.619 3.265 4.806 0.345
H -1.810 2.112 4.108 0.344
H -0.658 4.719 3.030 0.336
H -2.362 4.250 3.229 0.334
H -1.371 4.454 0.947 0.408
H -2.330 3.053 1.193 0.542
H 1.246 4.069 -0.110 0.395
H 1.908 2.867 1.050 0.372
H 1.107 4.421 1.581 0.266
H 0.114 1.772 -0.889 0.397
H -0.994 3.074 -1.013 0.439
H -1.555 1.615 -0.416 0.458
H 0.992 -0.289 4.317 0.354
H -0.749 -0.019 4.031 0.413
H 0.121 0.595 5.483 0.371
C 10.295 -1.718 0.390 -1.449
C 8.798 -1.356 0.296 1.340
C 8.483 0.206 0.209 -1.147
C 8.886 0.794 -1.142 -0.801
C 8.204 0.090 -2.343 -1.071
C 8.117 -1.461 -2.202 1.324
N 8.105 -1.999 -0.796 0.538
O 7.959 -3.499 -0.712 -0.383
C 9.291 -2.057 -2.979 -1.761
C 6.829 -1.731 -3.048 -1.566
C 8.219 -1.741 1.612 -1.807
H 10.605 -2.658 0.847 0.351
H 10.836 -0.910 0.883 0.379
H 10.716 -1.749 -0.615 0.273
H 9.058 0.821 0.901 0.456
H 7.450 0.416 0.484 0.427
H 9.931 0.486 -1.149 0.313
H 8.813 1.876 -1.256 0.444
H 8.804 0.404 -3.197 0.368
H 7.231 0.568 -2.455 0.445
H 9.511 -3.117 -2.847 0.379
H 10.276 -1.681 -2.704 0.422
H 9.260 -1.792 -4.035 0.445
H 6.975 -1.354 -4.061 0.366
H 6.051 -1.255 -2.451 0.451
H 6.828 -2.812 -2.909 0.423
H 8.293 -2.813 1.793 0.416
H 7.161 -1.480 1.632 0.398
H 8.655 -1.343 2.528 0.382
C -6.804 4.042 -5.282 -0.315
Br -8.535 4.150 -6.294 -0.029
Br -6.529 5.668 -4.339 0.023
Br -5.167 3.755 -6.394 -0.026
H -6.935 3.139 -4.685 0.346
C -1.730 10.668 -0.383 -0.316
Br -3.634 10.795 0.180 -0.010
Br -0.484 10.795 1.164 -0.012
Br -1.196 12.111 -1.710 -0.018
H -1.655 9.696 -0.870 0.355
C 4.611 7.532 -6.376 -0.323
Br 5.404 8.468 -4.865 -0.007
Br 4.738 8.695 -7.958 -0.012
Br 2.721 7.081 -6.093 -0.003
H 5.234 6.655 -6.549 0.345
```